1.
{
  "formula": "C18H48BCuF4O18S6",
  "method": "the ωB97M-V functional and the def2-TZVPD basis",
  "multiplicity": 2,
  "mol_weight_g_mol": 895.32,
  "charge": 1,
  "lumo_energy_ev": [-6.1, -10.5],
  "s_squared": 0.76,
  "homo_energy_ha": [-0.4528, -0.4528],
  "elements": ["Cu", "B", "F", "F", "F", "F", "O", "S", "O", "O", "C", "C", "C", "H", "H", "H", "H", "H", "H", "H", "H", "O", "S", "O", "O", "C", "C", "C", "H", "H", "H", "H", "H", "H", "H", "H", "O", "S", "O", "O", "C", "C", "C", "H", "H", "H", "H", "H", "H", "H", "H", "O", "S", "O", "O", "C", "C", "C", "H", "H", "H", "H", "H", "H", "H", "H", "O", "S", "O", "O", "C", "C", "C", "H", "H", "H", "H", "H", "H", "H", "H", "O", "S", "O", "O", "C", "C", "C", "H", "H", "H", "H", "H", "H", "H", "H"],
  "coordinates": [[0.25996, 0.28690, -0.84641], [1.82738, 4.21406, 0.22585], [0.48985, 3.83267, 0.42440], [2.38230, 4.48989, 1.45077], [2.41165, 3.17672, -0.46563], [1.83061, 5.34170, -0.53273], [-1.87835, -0.18050, 4.39396], [-2.73539, 0.04429, 5.55691], [-4.17563, -0.28706, 5.47994], [-2.06539, -0.80414, 6.77699], [-2.81600, -0.92794, 8.01523], [-3.21904, -2.41685, 8.06272], [-2.53252, 1.68570, 6.38277], [-3.66758, -0.24848, 7.97979], [-2.24842, -0.68635, 8.91388], [-2.37639, -3.10405, 8.13883], [-3.70491, -2.73991, 7.14203], [-3.91318, -2.69954, 8.85415], [-2.78148, 2.41032, 5.60751], [-1.47846, 1.77313, 6.64626], [-3.20688, 1.77055, 7.23492], [5.09445, -3.76243, -2.66937], [4.26221, -3.45635, -3.82958], [3.28088, -2.35318, -3.69115], [5.25647, -3.18779, -5.15568], [5.68731, -1.80360, -5.37976], [5.39943, -1.47399, -6.84621], [3.47205, -5.04804, -4.52778], [6.77267, -1.87610, -5.31026], [5.32033, -1.07326, -4.65861], [4.32124, -1.33352, -6.92279], [5.74458, -2.28003, -7.49372], [5.90465, -0.54541, -7.11192], [2.85428, -5.46438, -3.73209], [4.29313, -5.72401, -4.76653], [2.86532, -4.77802, -5.39210], [0.05886, 3.37203, -7.80074], [0.44101, 4.03637, -6.57141], [0.49600, 3.29997, -5.29788], [2.01325, 4.69854, -6.81113], [2.30522, 5.01348, -8.16050], [3.71298, 5.54087, -8.24277], [-0.42403, 5.66129, -6.22481], [1.58486, 5.75897, -8.49727], [2.22765, 4.07848, -8.71535], [3.94466, 6.38704, -7.59592], [3.91850, 5.90984, -9.24762], [4.43357, 4.76404, -7.98709], [0.00576, 6.33830, -6.96307], [-0.27696, 5.95326, -5.18498], [-1.49302, 5.49881, -6.36251], [-6.04687, 3.31908, -1.66392], [-5.61876, 2.63779, -0.44001], [-4.34441, 1.96334, -0.44289], [-5.74120, 3.68949, 0.87000], [-6.41681, 4.88831, 0.70520], [-6.05199, 5.84640, 1.82860], [-6.91588, 1.48033, -0.00068], [-7.50467, 4.85963, 0.64331], [-6.04537, 5.45130, -0.15106], [-4.99293, 5.80256, 2.08272], [-6.44624, 5.47499, 2.77449], [-6.32553, 6.88665, 1.65205], [-6.92007, 1.39230, 1.08575], [-6.67690, 0.53631, -0.49038], [-7.88123, 1.91688, -0.25687], [-1.69358, -4.91039, -0.32101], [-2.60747, -5.97107, 0.05579], [-4.01531, -5.74490, -0.01319], [-2.20087, -7.20670, -1.07860], [-3.22058, -8.14950, -1.33141], [-2.67429, -9.58987, -1.29078], [-2.04674, -6.74978, 1.68348], [-3.68580, -7.96223, -2.29920], [-4.12067, -8.07006, -0.72181], [-1.96361, -9.78947, -2.09277], [-3.34510, -10.44589, -1.36384], [-1.91491, -9.67288, -0.51326], [-2.39550, -6.13624, 2.51417], [-0.96276, -6.85873, 1.71865], [-2.48246, -7.72670, 1.89288], [3.98412, -1.55349, 5.02283], [4.21163, -0.42146, 4.10019], [3.52442, -0.35297, 2.84307], [3.74704, 0.93650, 4.89179], [4.27003, 1.10496, 6.20436], [4.88609, 2.49461, 6.32358], [6.04006, -0.14552, 3.72222], [5.13370, 0.48632, 6.44821], [3.46533, 0.91872, 6.91561], [5.60789, 2.72309, 5.53943], [5.43112, 2.63337, 7.25727], [4.03754, 3.17861, 6.33716], [6.54913, -0.23816, 4.68157], [6.12817, 0.88751, 3.38576], [6.36279, -0.89538, 2.99996]],
  "lowdin_charge": [0.973, -1.231, 0.309, 0.374, 0.174, 0.393, -0.299, 0.668, -0.312, -0.297, -0.243, -0.067, -0.098, 0.098, 0.121, 0.078, 0.074, 0.077, 0.063, 0.072, 0.065, -0.310, 0.697, -0.351, -0.293, -0.256, -0.067, -0.075, 0.114, 0.114, 0.077, 0.082, 0.079, 0.062, 0.064, 0.064, -0.288, 0.712, -0.334, -0.279, -0.319, -0.069, -0.082, 0.112, 0.115, 0.080, 0.083, 0.082, 0.054, 0.067, 0.066, -0.301, 0.669, -0.301, -0.250, -0.329, -0.076, -0.110, 0.127, 0.114, 0.076, 0.074, 0.086, 0.071, 0.076, 0.076, -0.313, 0.687, -0.281, -0.253, -0.317, -0.069, -0.085, 0.117, 0.106, 0.068, 0.080, 0.069, 0.062, 0.067, 0.063, -0.302, 0.658, -0.313, -0.263, -0.295, -0.068, -0.076, 0.107, 0.128, 0.078, 0.082, 0.077, 0.056, 0.064, 0.071]
}



2.
{
  "formula": "C18H25NO5",
  "method": "the ωB97M-V functional and the def2-TZVPD basis",
  "mol_weight_g_mol": 335.40,
  "lumo_energy_ev": 0.5,
  "smiles": "CCCC[C@H](CCC(=O)Nc1ccccc1C(=O)OCC)C(=O)O",
  "homo_energy_ha": -0.3117,
  "elements": ["C", "C", "C", "C", "C", "C", "C", "C", "O", "N", "C", "C", "C", "C", "C", "C", "C", "O", "O", "C", "C", "C", "O", "O", "H", "H", "H", "H", "H", "H", "H", "H", "H", "H", "H", "H", "H", "H", "H", "H", "H", "H", "H", "H", "H", "H", "H", "H", "H"],
  "coordinates": [[-4.37077, -2.34390, -2.06388], [-3.79922, -1.08811, -1.41600], [-4.28456, -0.93169, 0.02285], [-3.85595, 0.37868, 0.68296], [-2.34553, 0.48155, 0.92801], [-2.03664, 1.60591, 1.93280], [-0.55938, 1.64875, 2.32849], [0.29678, 2.18932, 1.19118], [-0.03160, 3.16540, 0.54987], [1.44571, 1.48388, 1.00865], [2.38974, 1.61642, 0.00573], [2.45747, 2.75230, -0.80293], [3.41667, 2.85934, -1.78811], [4.33519, 1.83893, -1.99342], [4.27936, 0.70795, -1.20818], [3.31811, 0.57314, -0.20410], [3.28002, -0.66354, 0.59726], [2.59974, -0.83244, 1.59501], [4.09336, -1.61066, 0.12382], [4.09226, -2.86573, 0.80238], [2.93643, -3.74220, 0.34110], [-1.57442, 0.77731, -0.34029], [-0.55721, 0.21667, -0.66604], [-2.11122, 1.76289, -1.05525], [-4.07377, -3.22916, -1.50566], [-4.01002, -2.44600, -3.08454], [-5.45785, -2.30235, -2.08610], [-2.70993, -1.14443, -1.43352], [-4.10014, -0.21157, -1.99426], [-3.92087, -1.77274, 0.61853], [-5.37684, -0.97414, 0.02833], [-4.17503, 1.22304, 0.07084], [-4.36075, 0.45576, 1.64902], [-1.96967, -0.46648, 1.32731], [-2.64291, 1.44803, 2.82683], [-2.31202, 2.56537, 1.49089], [-0.43954, 2.33471, 3.17123], [-0.21681, 0.66024, 2.63527], [1.56586, 0.62177, 1.54241], [1.74432, 3.54409, -0.64596], [3.45217, 3.74861, -2.40003], [5.08680, 1.92845, -2.76276], [4.98502, -0.09379, -1.35777], [4.02775, -2.68863, 1.88121], [5.05444, -3.32008, 0.55667], [2.98215, -3.88771, -0.73541], [1.98985, -3.26950, 0.59119], [2.99098, -4.70813, 0.83504], [-1.52752, 2.00445, -1.79065]],
  "lowdin_charge": [-0.111, -0.265, -0.209, -0.164, -0.227, -0.140, -0.078, -0.470, 0.074, 0.148, -0.144, 0.002, -0.065, -0.081, -0.015, -0.052, -0.411, 0.089, -0.008, -0.210, -0.058, -0.543, 0.113, 0.125, 0.072, 0.068, 0.070, 0.101, 0.114, 0.116, 0.113, 0.121, 0.115, 0.158, 0.119, 0.127, 0.129, 0.121, 0.106, 0.102, 0.106, 0.101, 0.116, 0.122, 0.124, 0.079, 0.075, 0.077, 0.146]
}



3.
{
  "formula": "C4H4BrN",
  "method": "the ωB97M-V functional and the def2-TZVPD basis",
  "mol_weight_g_mol": 145.99,
  "lumo_energy_ev": 0.0,
  "smiles": "C/C(Br)=C/C#N",
  "homo_energy_ha": -0.3600,
  "elements": ["C", "C", "Br", "C", "C", "N", "H", "H", "H", "H"],
  "coordinates": [[-0.09134, 0.55276, -0.02294], [1.27400, -0.09596, -0.10704], [2.77038, 1.09098, -0.00637], [1.38233, -1.41309, 0.13813], [2.58571, -2.18737, 0.09619], [3.50050, -2.89882, -0.07619], [-0.41296, 0.07540, 0.92965], [-0.16500, 1.67128, -0.11775], [-0.89788, 0.14404, -0.79033], [0.51614, -2.04278, 0.19643]],
  "lowdin_charge": [-0.147, -0.715, 0.749, -0.182, -0.250, 0.146, 0.085, 0.080, 0.121, 0.113]
}



4.
{
  "formula": "CH12O4S",
  "method": "the ωB97M-V functional and the def2-TZVPD basis",
  "mol_weight_g_mol": 120.17,
  "lumo_energy_ev": 0.3,
  "smiles": "CS.O.O.O.O",
  "homo_energy_ha": -0.3265,
  "elements": ["C", "S", "H", "H", "H", "H", "O", "H", "H", "O", "H", "H", "O", "H", "H", "O", "H", "H"],
  "coordinates": [[-1.17326, 0.24971, -0.72631], [-0.94357, 1.31470, -2.14730], [-1.31290, -0.67278, -1.23604], [-0.33097, 0.11713, -0.08014], [-2.05149, 0.57333, -0.18654], [-2.34456, 1.43763, -2.12742], [2.14392, -0.35926, 0.92269], [2.34484, -0.97261, 0.15227], [1.56528, 0.24530, 0.45418], [-0.72436, -2.30447, 1.27100], [-0.50283, -1.38341, 1.16528], [-0.29736, -2.82394, 1.95257], [-0.45527, 3.39143, 1.14035], [0.09556, 3.66447, 0.38866], [0.13654, 3.14201, 1.85871], [1.14565, -1.55826, -1.08364], [0.74296, -2.07617, -0.38049], [1.96181, -1.98481, -1.33783]],
  "lowdin_charge": [-0.539, 0.627, 0.005, -0.023, 0.040, -0.092, -0.092, 0.036, 0.001, -0.038, 0.000, 0.053, -0.072, 0.036, 0.032, -0.060, 0.029, 0.060]
}



5.
{
  "formula": "C4H4N2",
  "method": "the ωB97M-V functional and the def2-TZVPD basis",
  "mol_weight_g_mol": 80.09,
  "lumo_energy_ev": 0.7,
  "smiles": "C#C[C@H](N)C#N",
  "homo_energy_ha": -0.3838,
  "elements": ["C", "C", "C", "N", "C", "N", "H", "H", "H", "H"],
  "coordinates": [[2.17424, -0.23762, 0.11652], [1.00107, -0.01714, 0.26680], [-0.46545, 0.12878, 0.37890], [-1.21639, -0.87179, -0.37364], [-0.87942, 1.48320, -0.05047], [-1.19403, 2.54339, -0.38542], [3.21574, -0.42805, -0.02324], [-0.75539, 0.03532, 1.43303], [-0.91710, -0.84661, -1.34520], [-0.96327, -1.78947, -0.01728]],
  "lowdin_charge": [0.130, -0.097, -0.413, 0.044, -0.176, 0.159, 0.033, 0.149, 0.087, 0.084]
}



6.
{
  "formula": "C27H26ClMnN7O5S2",
  "method": "the ωB97M-V functional and the def2-TZVPD basis",
  "multiplicity": 6,
  "mol_weight_g_mol": 683.07,
  "lumo_energy_ev": [0.1, 0.0],
  "s_squared": 8.75,
  "homo_energy_ha": [-0.2747, -0.2777],
  "elements": ["Mn", "Cl", "C", "C", "C", "C", "O", "C", "C", "O", "C", "H", "H", "H", "H", "O", "S", "O", "N", "C", "C", "C", "C", "C", "C", "C", "C", "N", "C", "C", "C", "C", "C", "C", "C", "H", "H", "H", "H", "H", "H", "H", "H", "H", "H", "H", "N", "N", "N", "C", "N", "N", "H", "H", "H", "O", "S", "C", "C", "C", "C", "H", "H", "H", "H", "H", "H", "H", "H"],
  "coordinates": [[0.08475, 0.59418, -0.05464], [4.30691, 0.42877, 6.14699], [3.10424, 0.49414, 4.88968], [1.74335, 0.46529, 5.23464], [0.77711, 0.52033, 4.26867], [1.10179, 0.60069, 2.88210], [0.16844, 0.65030, 2.00888], [2.49229, 0.62367, 2.56042], [2.97842, 0.69717, 1.20904], [2.32633, 0.69582, 0.16817], [3.46733, 0.57788, 3.57766], [1.46865, 0.40583, 6.28049], [-0.27259, 0.51572, 4.53495], [4.07803, 0.76059, 1.12289], [4.51621, 0.60535, 3.30498], [-0.10216, -0.40140, -4.55307], [-0.30877, -0.57699, -3.13523], [-1.60351, -1.15174, -2.77852], [0.01945, 0.71058, -2.25949], [-0.18301, 2.00561, -2.74470], [-0.43626, 2.38206, -4.04994], [-0.57685, 3.73527, -4.41921], [-0.47223, 4.74773, -3.51410], [-0.23658, 4.41825, -2.16128], [-0.13371, 5.39966, -1.15193], [0.06761, 5.03796, 0.14797], [0.15800, 3.66895, 0.44825], [0.07829, 2.73797, -0.46827], [-0.10720, 3.06609, -1.77484], [0.89867, -1.76057, -2.59359], [0.54924, -3.10314, -2.65528], [1.48631, -4.06577, -2.31730], [2.76223, -3.68609, -1.91440], [3.10309, -2.34307, -1.87008], [2.17383, -1.37298, -2.22332], [-0.51161, 1.63141, -4.81788], [-0.76574, 3.95810, -5.46207], [-0.57096, 5.78664, -3.80200], [-0.22300, 6.44296, -1.43263], [0.14506, 5.77038, 0.93914], [0.28595, 3.32492, 1.46930], [-0.45177, -3.38192, -2.95855], [1.22312, -5.11523, -2.36902], [3.49137, -4.43978, -1.64469], [4.09745, -2.04249, -1.56475], [2.43417, -0.32530, -2.19605], [-4.04165, 0.16696, -2.28078], [-3.73627, 0.43462, -0.95880], [-4.53993, 0.15001, 0.03661], [-3.84792, 0.63367, 1.06594], [-2.69224, 1.18556, 0.68943], [-2.64514, 1.05648, -0.62598], [-4.78239, -0.52356, -2.26373], [-3.19214, -0.23319, -2.69742], [-4.19705, 0.59063, 2.08332], [-0.52606, -1.43816, 0.13524], [-1.74828, -2.15802, 0.65558], [-1.19278, -3.89197, 0.76068], [-0.90656, -4.22092, 2.22772], [-0.57561, -2.89944, 2.91666], [-1.65760, -1.93793, 2.44927], [-0.28965, -3.87961, 0.14888], [-1.93020, -4.53922, 0.28851], [-0.10226, -4.95218, 2.30842], [-1.79451, -4.65842, 2.69039], [0.39944, -2.52586, 2.59644], [-0.56064, -2.99047, 4.00264], [-1.43304, -0.88135, 2.59886], [-2.63921, -2.18144, 2.86476]],
  "lowdin_charge": [0.865, 0.639, -0.680, -0.097, -0.009, -0.358, -0.159, -0.126, -0.176, -0.032, -0.072, 0.106, 0.114, 0.131, 0.113, -0.299, 0.611, -0.362, -0.187, -0.243, -0.015, -0.071, -0.055, -0.156, -0.006, -0.043, -0.108, 0.043, -0.150, -0.285, -0.073, -0.085, -0.082, -0.067, -0.066, 0.087, 0.106, 0.108, 0.118, 0.105, 0.113, 0.116, 0.104, 0.102, 0.107, 0.104, 0.145, -0.272, 0.122, -0.233, 0.029, 0.066, 0.097, 0.050, 0.105, -0.582, 0.984, -0.284, -0.220, -0.226, -0.317, 0.083, 0.091, 0.116, 0.113, 0.117, 0.119, 0.063, 0.101]
}



7.
{
  "formula": "C4H3N3O2",
  "method": "the ωB97M-V functional and the def2-TZVPD basis",
  "mol_weight_g_mol": 125.09,
  "lumo_energy_ev": 0.3,
  "smiles": "O=c1o[nH]c2ccnn12",
  "homo_energy_ha": -0.3378,
  "elements": ["O", "C", "O", "N", "C", "C", "C", "N", "N", "H", "H", "H"],
  "coordinates": [[-2.03580, 2.28401, 0.60296], [-1.35972, 1.24417, 0.51584], [-1.91009, 0.14228, 1.07683], [-0.91173, -0.89604, 1.01581], [0.14654, -0.46871, 0.26657], [1.00304, -1.07016, -0.70586], [1.48380, 0.07671, -1.27819], [0.88472, 1.12936, -0.87731], [-0.08427, 0.78459, -0.04733], [-0.92774, -1.12631, 1.91975], [1.52665, -1.95307, -0.46594], [2.18460, -0.14683, -2.02313]],
  "lowdin_charge": [0.114, -0.334, 0.091, 0.131, -0.262, 0.026, -0.180, 0.086, 0.036, 0.097, 0.091, 0.106]
}



8.
{
  "formula": "C4H12O2",
  "method": "the ωB97M-V functional and the def2-TZVPD basis",
  "mol_weight_g_mol": 92.14,
  "lumo_energy_ev": -4.8,
  "homo_energy_ha": -0.3232,
  "elements": ["C", "C", "C", "C", "H", "H", "H", "H", "H", "H", "H", "H", "H", "H", "O", "H", "H", "O"],
  "coordinates": [[0.49298, 1.44950, -0.49666], [1.14957, 0.04502, -0.58766], [0.38813, -1.11849, 0.09751], [-0.83236, -1.56603, -0.62151], [-0.47719, 1.47719, -1.00400], [1.17458, 2.24934, -0.79136], [0.27464, 1.56551, 0.56544], [1.46577, -0.18606, -1.61119], [2.03043, 0.08722, 0.05498], [1.08000, -1.80221, 0.58958], [-1.51511, -2.12546, 0.01477], [-0.60714, -2.03537, -1.58416], [-0.06877, -0.56587, 0.98181], [1.41141, 0.56912, 3.11031], [1.32428, 0.44344, 2.15095], [-3.09059, 0.92265, -1.03977], [-1.52431, -0.60621, -0.84191], [-2.24512, 0.52711, -0.74760]],
  "lowdin_charge": [-0.100, -0.249, -0.226, -0.033, 0.044, 0.075, 0.049, 0.110, 0.077, 0.140, 0.094, 0.114, 0.142, -0.019, -0.162, 0.038, 0.049, -0.142]
}



Q: Which formula does entry 3 have?
A: C4H4BrN